[1]
This record from the OMol25 dataset describes C46H49As2F2N6O5PrS as an isolated structure in a non-equilibrium geometry. The level of theory is wB97M-V/def2-TZVPD.

Positions of all 112 atoms, in Å:
Pr -0.6683 -2.2079 -1.6389
N 3.3544 -2.7052 -4.0111
C 2.2809 -2.2534 -3.4280
O 1.6236 -2.9255 -2.6261
C 1.9203 -0.8135 -3.7024
C 0.5035 -0.5687 -3.1745
H 3.4786 -3.6888 -4.1791
H 3.7821 -2.0400 -4.6399
H 2.0426 -0.5300 -4.7893
H 2.5752 -0.1506 -3.1794
H -0.2216 -0.4442 -4.0117
H 0.5516 0.3907 -2.6667
N -0.7995 -5.7382 -4.9591
C -0.9292 -4.7611 -5.9285
C -0.8144 -3.5819 -5.2176
N -0.8146 -3.8478 -3.8745
C -0.6893 -5.1226 -3.7400
C -0.4641 -5.7078 -2.4679
N -0.5524 -4.9803 -1.4524
C -0.1484 -5.8081 -0.3387
C 0.1083 -7.0495 -0.8383
N -0.1699 -7.0316 -2.2033
H -0.9626 -6.6858 -5.0837
H -1.1035 -4.8460 -7.0051
H -0.9630 -2.5162 -5.5027
H -0.1316 -5.4633 0.6923
H 0.4402 -7.9443 -0.3494
H -0.1131 -7.8301 -2.7137
C 2.0210 3.1596 -0.2134
C 2.2140 1.8022 0.4686
As 2.5666 1.8726 2.4958
C 0.7577 2.0898 3.1131
C 0.4991 2.0399 4.5005
C -0.8175 2.1906 4.9635
C -1.7967 2.5740 4.0763
C -1.5507 2.7424 2.7501
C -0.2994 2.4108 2.2623
C 3.1228 3.6966 2.5716
C 2.3509 4.6789 3.1747
C 2.6898 5.9956 3.0333
C 3.8362 6.3330 2.3764
C 4.7633 5.3958 1.9162
C 4.3336 4.0678 1.9624
As 1.3396 2.8451 -2.1032
C 1.8542 4.6773 -2.7392
C 0.8280 5.5155 -3.1045
C 1.1850 6.8148 -3.4867
C 2.5355 7.1909 -3.6424
C 3.5515 6.3157 -3.3587
C 3.1844 5.0533 -2.8598
C -0.5941 3.0619 -1.6458
C -1.0584 3.9730 -0.6950
C -2.3320 3.8981 -0.2042
C -3.0344 2.7198 -0.3295
C -2.6442 1.7979 -1.3050
C -1.4673 2.0273 -1.9799
H 2.8886 3.7656 -0.2066
H 1.3696 3.7883 0.3252
H 3.0552 1.3018 -0.0469
H 1.3680 1.2499 0.2403
H 1.2788 1.8050 5.1657
H -1.1309 1.9158 6.0082
H -2.8636 2.7938 4.3736
H -2.2313 3.1334 2.0267
H -0.1887 2.5770 1.1939
H 1.4767 4.4815 3.7700
H 2.1121 6.8148 3.5709
H 4.1239 7.3880 2.3936
H 5.6519 5.6115 1.3260
H 4.8963 3.2332 1.5426
H -0.2007 5.1946 -2.9774
H 0.4319 7.5940 -3.5577
H 2.7877 8.2036 -3.8928
H 4.5647 6.6080 -3.4706
H 3.9698 4.3829 -2.5175
H -0.4185 4.7253 -0.3246
H -2.8359 4.6714 0.4181
H -3.8567 2.4745 0.2940
H -3.1083 0.8323 -1.3806
H -1.2462 1.3184 -2.7393
C -3.8074 -6.5554 4.1239
C -3.5809 -5.1760 3.5235
C -3.8792 -4.0263 4.3752
C -3.5109 -2.7503 4.0342
C -2.9778 -2.5684 2.7827
C -2.7912 -3.5932 1.9049
C -3.0590 -4.9330 2.2441
S -2.1506 -1.0681 2.1807
O -2.9600 0.0899 2.3574
O -1.7131 -1.3935 0.8735
N -0.8908 -0.9835 3.2828
C 0.2355 -1.8933 3.1735
C 1.3730 -1.7298 2.1038
C 0.8696 -2.0160 0.7415
O 0.9754 -1.0885 -0.0941
O 0.3468 -3.1294 0.4525
H -2.8840 -7.0614 4.2791
H -4.3524 -7.1197 3.3215
H -4.4124 -6.4635 5.0301
H -4.2319 -4.4099 5.3458
H -3.5971 -1.8589 4.6093
H -2.3888 -3.3302 0.9563
H -2.7631 -5.6920 1.5174
H -0.8430 -0.0270 3.6188
H -0.1482 -2.9247 3.0789
H 0.5757 -2.0437 4.2019
H 2.1439 -2.3952 2.4428
H 1.6759 -0.7020 2.1606
F -2.5905 -1.5416 -2.8892
C -3.4816 -2.4152 -1.8775
F -3.9496 -3.4566 -2.7028
H -4.2819 -1.6971 -1.6561

* <S²>: 2.0023
* charge: 0
* E_LUMO (alpha / beta): 0.088 / 0.088 eV
* multiplicity: 3
* calculated total energy: -219689.427 eV
* Kohn-Sham gap (alpha / beta): 0.2480 / 0.2472 hartree
* HOMO (alpha / beta): -6.66 / -6.64 eV

Mulliken population analysis, charges in e, atoms 1 to 99: atom 1 (Pr): 1.1907, atom 2 (N): -0.3704, atom 3 (C): 0.4270, atom 4 (O): -0.3710, atom 5 (C): -1.0572, atom 6 (C): 1.0281, atom 7 (H): 0.2728, atom 8 (H): 0.2268, atom 9 (H): 0.3455, atom 10 (H): 0.4277, atom 11 (H): 0.5572, atom 12 (H): -1.6846, atom 13 (N): -0.0939, atom 14 (C): -0.7146, atom 15 (C): -0.5818, atom 16 (N): 0.3709, atom 17 (C): -0.0955, atom 18 (C): 0.3230, atom 19 (N): 0.4441, atom 20 (C): -0.5253, atom 21 (C): -1.0167, atom 22 (N): -0.0466, atom 23 (H): 0.1582, atom 24 (H): 0.4045, atom 25 (H): 0.3771, atom 26 (H): 0.5904, atom 27 (H): 0.4329, atom 28 (H): 0.0190, atom 29 (C): -0.9557, atom 30 (C): -1.1016, atom 31 (As): -0.3771, atom 32 (C): 0.0239, atom 33 (C): -1.0632, atom 34 (C): -0.8762, atom 35 (C): -0.3454, atom 36 (C): -0.2301, atom 37 (C): 2.0052, atom 38 (C): 0.2181, atom 39 (C): 0.1922, atom 40 (C): -0.7807, atom 41 (C): -0.3556, atom 42 (C): -0.7706, atom 43 (C): -0.3435, atom 44 (As): 0.3513, atom 45 (C): 0.3194, atom 46 (C): -0.2833, atom 47 (C): -0.6921, atom 48 (C): -0.4029, atom 49 (C): -0.7786, atom 50 (C): -0.3259, atom 51 (C): -0.2341, atom 52 (C): 0.4940, atom 53 (C): -1.0498, atom 54 (C): 0.2101, atom 55 (C): -0.8055, atom 56 (C): -1.5122, atom 57 (H): 0.9404, atom 58 (H): 0.2880, atom 59 (H): 0.6373, atom 60 (H): 0.4699, atom 61 (H): 0.5644, atom 62 (H): 0.2876, atom 63 (H): 0.2428, atom 64 (H): -0.0276, atom 65 (H): -0.7346, atom 66 (H): 0.3816, atom 67 (H): 0.3096, atom 68 (H): 0.3597, atom 69 (H): 0.3798, atom 70 (H): 0.3736, atom 71 (H): 0.4608, atom 72 (H): 0.3466, atom 73 (H): 0.3686, atom 74 (H): 0.4389, atom 75 (H): 0.3576, atom 76 (H): 0.6920, atom 77 (H): 0.2476, atom 78 (H): 0.4142, atom 79 (H): 0.5863, atom 80 (H): 0.9434, atom 81 (C): -1.2064, atom 82 (C): 1.0447, atom 83 (C): -1.0017, atom 84 (C): -0.8206, atom 85 (C): -0.3221, atom 86 (C): 0.0610, atom 87 (C): -1.1133, atom 88 (S): 1.2848, atom 89 (O): -0.6581, atom 90 (O): -0.0377, atom 91 (N): -0.1827, atom 92 (C): -1.0739, atom 93 (C): 0.6382, atom 94 (C): 0.3330, atom 95 (O): -0.1121, atom 96 (O): -0.4149, atom 97 (H): 0.2899, atom 98 (H): 0.3082, atom 99 (H): 0.3715

[2]
This record from the OMol25 dataset describes a 14-piece molecular cluster, C32H84O22 overall in a non-equilibrium geometry. The level of theory is wB97M-V/def2-TZVPD.

Positions of all 138 atoms, in Å:
C -1.3727 -2.1238 -4.0279
O -0.5145 -3.0118 -4.6678
C -0.0724 -4.0163 -3.8990
O -0.3781 -4.2496 -2.7383
O 0.7800 -4.7366 -4.6436
C 1.4702 -5.7643 -3.9574
H -2.2660 -2.5678 -3.5862
H -1.6457 -1.3383 -4.7292
H -0.8009 -1.7112 -3.1957
H 0.7323 -6.3788 -3.4308
H 2.1499 -5.3465 -3.2145
H 1.9968 -6.3312 -4.7291
C 4.1125 -2.1602 5.8348
O 3.3485 -0.9359 5.7626
C 2.5368 -0.7872 4.7011
O 2.4537 -1.5562 3.8051
O 1.8356 0.3260 4.8713
C 0.9666 0.6908 3.7909
H 3.4576 -3.0325 5.9524
H 4.7131 -2.0392 6.7535
H 4.7618 -2.1833 4.9413
H 0.3192 -0.1776 3.6170
H 1.5394 0.8759 2.8716
H 0.4008 1.5459 4.1468
C -0.5168 -3.3439 6.7272
O -1.0164 -2.7171 5.5772
C -2.3466 -2.9779 5.4962
O -3.0807 -3.5578 6.2265
O -2.9329 -2.4372 4.3859
C -2.0784 -1.6969 3.5233
H -0.4032 -4.3819 6.4184
H -1.1119 -3.2612 7.6423
H 0.4793 -2.9029 6.9145
H -1.2569 -2.3301 3.1725
H -1.6196 -0.8508 4.0230
H -2.6799 -1.2981 2.7133
C 5.3012 -6.7894 -1.2254
O 3.9963 -6.3237 -1.0639
C 3.8903 -5.0139 -0.7800
O 4.7911 -4.2580 -0.6544
O 2.5404 -4.7797 -0.7028
C 2.1771 -3.4125 -0.4819
H 5.2386 -7.8560 -1.0163
H 6.0594 -6.3029 -0.6135
H 5.5448 -6.6515 -2.2756
H 2.3557 -2.8184 -1.3889
H 2.7900 -3.0220 0.3468
H 1.1126 -3.4788 -0.2257
C -3.8358 -3.0904 0.3871
C -2.4566 -3.6633 0.1640
O -1.6487 -2.7955 -0.6603
H -4.3871 -2.9676 -0.5469
H -3.7243 -2.0921 0.8094
H -4.4103 -3.6826 1.0903
H -2.5146 -4.5877 -0.4111
H -1.9717 -3.8873 1.1214
H -1.3035 -3.3421 -1.3954
C 2.2268 3.4707 -2.3805
C 1.1611 4.4611 -1.8970
O 0.0948 3.6051 -1.5712
H 1.8657 2.9594 -3.2992
H 2.3474 2.6639 -1.6484
H 3.2017 3.9547 -2.4950
H 0.8734 5.1880 -2.6775
H 1.4791 5.0165 -0.9983
H -0.6533 4.1796 -1.3148
C -3.5421 2.6535 1.8211
C -2.2153 3.4040 2.1705
O -2.1988 4.0659 3.4333
H -3.7936 1.7955 2.4506
H -3.4030 2.2880 0.8004
H -4.4204 3.3068 1.7655
H -1.9765 4.1999 1.4695
H -1.4055 2.6631 2.1359
H -2.6313 3.4887 4.0752
C 0.0512 0.1966 -0.4269
C -1.3544 0.5521 0.0528
O -2.3846 -0.0768 -0.6751
H 0.2105 0.5095 -1.4664
H 0.2261 -0.8716 -0.3419
H 0.7773 0.7808 0.1592
H -1.4866 1.6272 -0.0488
H -1.4783 0.2972 1.1173
H -2.1359 -1.0281 -0.7395
C -2.2894 2.8506 -4.3081
C -1.6340 1.6786 -3.4769
O -0.2386 1.7107 -3.5554
H -3.3706 2.7004 -4.2415
H -2.0016 2.8209 -5.3618
H -2.0652 3.8474 -3.9251
H -1.9940 0.7247 -3.8815
H -1.9866 1.7036 -2.4373
H 0.0594 2.3972 -2.9296
C 4.4201 -0.9249 -2.8557
C 3.1054 -0.3042 -3.2708
O 2.4968 -1.2615 -4.1617
H 5.0192 -1.1204 -3.7358
H 4.2995 -1.8824 -2.3425
H 4.9772 -0.2378 -2.2165
H 3.2744 0.6565 -3.7748
H 2.4746 -0.0993 -2.4031
H 1.6753 -0.8922 -4.5042
C 3.7417 0.0723 0.9378
C 5.2479 -0.3102 1.2295
O 6.1639 0.3186 0.4203
H 3.0882 -0.5226 1.5792
H 3.5020 -0.1257 -0.1090
H 3.5353 1.1336 1.1440
H 5.3847 -1.3907 1.1357
H 5.5257 -0.0851 2.2689
H 6.0411 1.2594 0.5759
C -4.2419 5.6387 -0.3075
C -3.0559 5.1038 -1.1486
O -1.7379 5.5035 -0.7940
H -5.0857 5.0784 -0.7191
H -4.4942 6.7000 -0.4199
H -4.1601 5.3966 0.7475
H -3.2065 5.3634 -2.2059
H -3.0603 4.0066 -1.1270
H -1.7066 6.4642 -0.8006
C -5.4424 1.6287 -1.7396
C -6.5879 1.9282 -2.7198
O -7.8034 1.4897 -2.0726
H -4.5372 2.0369 -2.1891
H -5.2472 0.5597 -1.5619
H -5.6099 2.0725 -0.7606
H -6.4425 1.3520 -3.6419
H -6.6387 3.0017 -2.9554
H -8.5777 1.5306 -2.6508
C 1.2484 3.5543 1.5957
C 2.5099 4.2968 2.0481
O 3.4093 3.4677 2.7553
H 0.6151 4.2079 0.9892
H 0.6154 3.2231 2.4302
H 1.5427 2.7151 0.9639
H 2.2601 5.1740 2.6696
H 3.0191 4.7487 1.2033
H 3.0228 3.2694 3.6149

* charge: 0
* E_LUMO: 0.292 eV
* multiplicity: 1
* calculated total energy: -79588.855 eV
* Kohn-Sham gap: 0.3690 hartree
* HOMO: -9.75 eV

Mulliken population analysis, charges in e, atoms 1 to 99: atom 1 (C): -0.1926, atom 2 (O): -0.4168, atom 3 (C): 0.8396, atom 4 (O): -0.7349, atom 5 (O): -0.4120, atom 6 (C): -0.4512, atom 7 (H): 0.3582, atom 8 (H): 0.2922, atom 9 (H): -0.1335, atom 10 (H): 0.2707, atom 11 (H): 0.0813, atom 12 (H): 0.2762, atom 13 (C): -0.6010, atom 14 (O): -0.4137, atom 15 (C): 0.8794, atom 16 (O): -0.5139, atom 17 (O): -0.4626, atom 18 (C): 0.4433, atom 19 (H): 0.2621, atom 20 (H): 0.2307, atom 21 (H): 0.2535, atom 22 (H): -0.2761, atom 23 (H): -0.1340, atom 24 (H): 0.3030, atom 25 (C): -0.7234, atom 26 (O): -0.1687, atom 27 (C): 0.5289, atom 28 (O): -0.5450, atom 29 (O): -0.4209, atom 30 (C): -0.3085, atom 31 (H): 0.3404, atom 32 (H): 0.3441, atom 33 (H): 0.1542, atom 34 (H): 0.3767, atom 35 (H): 0.3814, atom 36 (H): 0.0071, atom 37 (C): -0.7352, atom 38 (O): -0.3669, atom 39 (C): 0.7336, atom 40 (O): -0.5293, atom 41 (O): -0.4030, atom 42 (C): 0.0983, atom 43 (H): 0.2489, atom 44 (H): 0.3262, atom 45 (H): 0.3050, atom 46 (H): -0.1386, atom 47 (H): 0.5592, atom 48 (H): -0.1409, atom 49 (C): -1.0792, atom 50 (C): -0.0792, atom 51 (O): -0.1503, atom 52 (H): 0.3526, atom 53 (H): -0.0073, atom 54 (H): 0.4128, atom 55 (H): 0.4467, atom 56 (H): 0.2272, atom 57 (H): 0.0335, atom 58 (C): -1.2247, atom 59 (C): -0.0938, atom 60 (O): 0.3995, atom 61 (H): 0.3785, atom 62 (H): 0.1064, atom 63 (H): 0.4899, atom 64 (H): 0.3878, atom 65 (H): 0.2401, atom 66 (H): -0.2005, atom 67 (C): -0.8265, atom 68 (C): 1.0873, atom 69 (O): -0.6265, atom 70 (H): 0.5082, atom 71 (H): -0.0401, atom 72 (H): 0.3576, atom 73 (H): -0.1689, atom 74 (H): -0.5375, atom 75 (H): 0.3556, atom 76 (C): 1.4474, atom 77 (C): 0.6987, atom 78 (O): 0.2118, atom 79 (H): -0.6026, atom 80 (H): 0.3516, atom 81 (H): -0.7921, atom 82 (H): -0.6292, atom 83 (H): -0.3448, atom 84 (H): -0.1147, atom 85 (C): -1.3451, atom 86 (C): 0.8677, atom 87 (O): -0.5147, atom 88 (H): 0.3394, atom 89 (H): 0.3725, atom 90 (H): 0.2000, atom 91 (H): 0.0443, atom 92 (H): -0.4720, atom 93 (H): 0.0600, atom 94 (C): -1.2222, atom 95 (C): 0.7685, atom 96 (O): -0.5813, atom 97 (H): 0.4458, atom 98 (H): 0.0384, atom 99 (H): 0.3455